# 1
Here is a molecular structure, C35H30N2OP2PdS from OMol25. Energies are from wB97M-V/def2-TZVPD.

Values from the calculation:
HOMO energy	-0.2692	Eh
ΔE to the lowest compared entry with this formula, charge and spin	0.000	eV
DFT total energy	-74703.039	eV

Element x y z (Å)
Pd: 0.22 -0.10 -0.14
C: 0.09 -2.46 2.13
P: -1.05 -1.75 0.84
C: -1.62 -3.21 -0.06
C: -2.01 -4.37 0.60
C: -2.38 -5.49 -0.11
C: -2.35 -5.47 -1.50
C: -1.94 -4.33 -2.17
C: -1.58 -3.19 -1.46
C: -2.42 -1.09 1.84
C: -3.65 -1.73 1.99
C: -4.64 -1.16 2.78
C: -4.42 0.04 3.43
C: -3.20 0.69 3.29
C: -2.20 0.12 2.50
C: 1.33 -1.62 2.19
C: 2.49 -1.75 2.92
C: 3.35 -0.70 2.52
C: 2.68 0.02 1.55
C: 3.04 1.25 0.77
P: 1.93 1.32 -0.70
C: 1.78 3.08 -1.07
C: 2.92 3.84 -1.36
C: 2.81 5.20 -1.56
C: 1.57 5.82 -1.47
C: 0.44 5.08 -1.18
C: 0.55 3.71 -0.97
C: 2.85 0.57 -2.06
C: 2.94 1.15 -3.32
C: 3.61 0.49 -4.34
C: 4.20 -0.75 -4.11
C: 4.10 -1.33 -2.85
C: 3.43 -0.69 -1.83
N: 1.44 -0.54 1.36
H: 0.31 -3.48 1.84
H: -0.44 -2.49 3.09
H: -2.02 -4.39 1.69
H: -2.69 -6.39 0.41
H: -2.63 -6.35 -2.06
H: -1.91 -4.31 -3.25
H: -1.29 -2.28 -1.97
H: -3.85 -2.65 1.46
H: -5.59 -1.67 2.88
H: -5.20 0.48 4.04
H: -3.02 1.63 3.79
H: -1.25 0.63 2.38
H: 2.69 -2.51 3.66
H: 4.34 -0.49 2.89
H: 4.09 1.25 0.45
H: 2.87 2.16 1.34
H: 3.89 3.36 -1.43
H: 3.70 5.78 -1.79
H: 1.49 6.89 -1.64
H: -0.53 5.56 -1.10
H: -0.33 3.12 -0.74
H: 2.47 2.10 -3.51
H: 3.68 0.94 -5.32
H: 4.72 -1.26 -4.91
H: 4.55 -2.30 -2.67
H: 3.34 -1.15 -0.86
O: -3.10 -0.75 -1.00
N: -3.28 0.52 -1.03
C: -4.41 1.03 -0.47
C: -4.71 2.37 -0.55
C: -3.83 3.22 -1.21
C: -2.66 2.69 -1.72
C: -2.35 1.33 -1.60
S: -0.87 0.66 -2.18
H: -5.03 0.29 0.00
H: -5.63 2.73 -0.11
H: -4.05 4.27 -1.31
H: -1.94 3.32 -2.22



# 2
Here is a molecular structure, C35H30N4O8PTi in a non-equilibrium geometry from OMol25. Energies are from wB97M-V/def2-TZVPD.

Values from the calculation:
HOMO energy	-0.4083	Eh
DFT total energy	-91517.096	eV
net charge	+1

Element x y z (Å)
Ti: 0.63 -1.09 -1.19
C: -2.54 -6.02 3.67
C: -1.96 -6.72 2.62
C: -1.57 -6.05 1.47
C: -1.75 -4.67 1.36
C: -2.37 -3.98 2.40
C: -2.77 -4.65 3.55
P: -1.08 -3.88 -0.15
C: -1.78 -2.19 -0.01
C: -3.07 -2.05 -0.53
C: -3.73 -0.83 -0.48
C: -3.11 0.27 0.10
C: -1.85 0.14 0.67
C: -1.17 -1.08 0.60
C: 0.67 -3.58 0.36
C: 1.30 -4.26 1.40
C: 2.68 -4.20 1.53
C: 3.45 -3.57 0.57
C: 2.83 -2.89 -0.47
C: 1.44 -2.82 -0.54
H: -2.83 -6.54 4.57
H: -1.80 -7.78 2.70
H: -1.12 -6.59 0.65
H: -2.55 -2.91 2.32
H: -3.25 -4.11 4.35
H: -3.55 -2.91 -0.97
H: -4.72 -0.75 -0.89
H: -3.63 1.22 0.15
H: -1.45 0.97 1.24
H: -0.28 -1.22 1.22
H: 0.72 -4.84 2.10
H: 3.16 -4.68 2.38
H: 4.53 -3.59 0.62
H: 3.44 -2.44 -1.25
O: 2.71 0.86 -3.68
C: 1.80 0.14 -3.38
O: 1.87 -0.73 -2.37
C: 0.49 0.15 -4.11
C: 0.42 0.86 -5.30
C: -0.77 0.93 -5.99
C: -1.89 0.23 -5.57
C: -1.81 -0.52 -4.42
C: -0.65 -0.54 -3.61
O: -0.64 -1.10 -2.41
N: -2.99 -1.28 -4.03
O: -2.81 -2.34 -3.46
O: -4.07 -0.84 -4.37
N: -0.86 1.77 -7.19
O: -1.92 1.77 -7.79
O: 0.12 2.41 -7.49
H: 1.30 1.37 -5.66
H: -2.80 0.26 -6.14
C: 2.90 6.12 2.50
C: 2.10 5.51 1.35
N: 0.85 4.88 1.79
C: -0.14 5.74 2.44
C: -0.20 5.52 3.95
C: 0.50 3.61 1.56
O: -0.63 3.17 1.79
C: 1.49 2.60 1.05
C: 2.77 2.39 1.56
C: 3.44 1.22 1.24
C: 2.81 0.26 0.49
N: 1.57 0.44 0.00
C: 0.96 1.60 0.24
H: 3.86 6.48 2.14
H: 3.08 5.38 3.29
H: 2.37 6.97 2.94
H: 2.70 4.77 0.82
H: 1.85 6.29 0.63
H: -1.11 5.52 2.00
H: 0.12 6.78 2.22
H: -0.43 4.47 4.16
H: -0.99 6.13 4.38
H: 0.74 5.78 4.43
H: 3.24 3.12 2.21
H: 4.45 1.05 1.59
H: 3.29 -0.69 0.29
H: -0.01 1.75 -0.21



# 3
Here is a molecular structure, C35H31AuN2O3Te from OMol25. Energies are from wB97M-V/def2-TZVPD.

Values from the calculation:
HOMO energy	-0.2524	Eh
ΔE to the lowest compared entry with this formula, charge and spin	0.000	eV
DFT total energy	-56901.605	eV

Element x y z (Å)
Au: 0.26 0.94 0.41
C: -4.21 5.51 -2.24
C: -3.66 4.26 -1.61
C: -4.05 2.99 -2.04
C: -3.56 1.83 -1.48
C: -4.02 0.53 -2.01
O: -5.16 0.34 -2.38
C: -3.02 -0.59 -2.17
C: -1.72 -0.32 -2.60
C: -0.85 -1.36 -2.87
C: -1.24 -2.68 -2.65
C: -2.53 -2.95 -2.21
C: -3.42 -1.91 -2.00
C: -2.66 1.85 -0.35
O: -2.32 0.78 0.23
C: -2.24 3.17 0.07
C: -2.77 4.31 -0.55
C: -1.37 3.35 1.22
N: -0.43 2.52 1.54
C: 0.25 2.57 2.84
C: 0.29 1.18 3.49
Te: 1.91 -0.11 2.91
C: -1.60 -2.07 2.55
C: -2.79 -1.52 3.20
C: -3.94 -2.11 2.87
C: -4.11 -3.17 1.85
C: -3.21 -3.82 1.10
C: -1.70 -3.65 1.13
C: -1.61 4.57 2.06
C: -0.61 5.52 2.23
C: -0.86 6.66 2.99
C: -2.10 6.84 3.58
C: -3.10 5.90 3.40
C: -2.87 4.77 2.63
H: -4.55 5.32 -3.25
H: -3.45 6.29 -2.29
H: -5.06 5.90 -1.68
H: -4.75 2.89 -2.86
H: -1.42 0.71 -2.74
H: 0.13 -1.15 -3.29
H: -0.56 -3.49 -2.86
H: -2.85 -3.97 -2.06
H: -4.44 -2.10 -1.68
H: -2.46 5.28 -0.19
H: -0.29 3.23 3.52
H: 1.26 2.96 2.71
H: -0.63 0.63 3.26
H: 0.38 1.28 4.57
H: -2.75 -0.70 3.91
H: -4.86 -1.77 3.34
H: -5.14 -3.44 1.68
H: -3.60 -4.52 0.36
H: -1.18 -4.32 0.45
H: 0.35 5.37 1.77
H: -0.08 7.40 3.11
H: -2.29 7.73 4.17
H: -4.07 6.04 3.86
H: -3.65 4.04 2.46
O: 1.03 -0.89 -0.44
C: 1.38 -1.94 0.48
C: 0.84 -1.77 1.90
C: 1.12 -3.03 2.65
C: 0.14 -3.87 2.96
C: -1.29 -3.59 2.62
C: -1.54 -2.11 1.02
N: -0.56 -1.41 1.83
H: 0.31 -1.20 -1.00
H: 2.47 -2.00 0.51
H: 0.99 -2.88 0.08
H: 2.14 -3.23 2.94
H: 0.36 -4.78 3.50
H: -1.97 -4.14 3.26
H: -2.15 -1.48 0.38